No. 1
ORCA calculation (ωB97M-V with the def2-TZVPD basis set) on a molecular structure, C39H26CeCl2F5N6O3S2 in a non-equilibrium geometry.

Output
Multiplicity: 2
Relative energy (zero: lowest compared OMol25 entry of this formula, charge and spin), kJ/mol: 156.25
Gap between HOMO and LUMO (alpha / beta), eV: 7.37 / 7.36
<S²>: 0.751
M, g/mol: 996.82

CARTESIAN COORDINATES (ANGSTROEM)
Ce1 14.697 13.236 9.081
Cl1 8.855 16.798 11.547
C1 9.875 15.808 10.616
C2 11.185 15.491 10.990
C3 11.999 14.597 10.311
N1 13.365 14.488 10.598
C4 13.767 14.577 11.881
O1 13.043 14.563 12.870
C5 15.303 14.668 12.048
C6 15.974 14.991 13.198
C7 17.392 15.060 13.226
C8 18.072 14.821 12.021
C9 17.328 14.528 10.872
N2 16.038 14.405 10.902
C10 11.520 13.993 9.092
C11 10.179 14.187 8.785
C12 9.412 15.131 9.508
Cl2 7.622 15.027 9.253
N3 12.414 13.230 8.361
C13 11.955 12.372 7.415
O2 10.820 11.978 7.278
C14 13.003 11.625 6.554
C15 12.547 10.813 5.553
C16 13.428 10.078 4.791
C17 14.830 10.301 5.018
C18 15.206 11.164 6.038
N4 14.314 11.851 6.786
H1 11.575 15.893 11.964
H2 15.449 15.181 14.150
H3 17.983 15.242 14.115
H4 19.113 15.037 12.006
H5 17.888 14.321 10.030
H6 9.613 13.732 7.959
H7 11.446 10.755 5.455
H8 13.112 9.330 4.101
H9 15.527 9.638 4.504
H10 16.236 11.355 6.389
F1 20.459 11.105 13.766
C19 19.743 11.226 12.645
C20 18.378 11.248 12.745
F2 17.867 11.032 13.951
C21 17.605 11.374 11.658
F3 16.262 11.464 11.879
C22 18.083 11.490 10.308
S1 16.998 11.595 8.905
C23 19.500 11.391 10.273
F4 20.146 11.540 9.153
C24 20.325 11.375 11.391
F5 21.622 11.342 11.189
O3 13.980 11.079 10.193
S2 13.580 11.002 11.646
C25 13.773 9.293 11.946
C26 13.100 8.611 13.004
C27 13.566 7.326 13.386
C28 14.458 6.693 12.588
C29 15.117 7.344 11.511
C30 14.800 8.668 11.219
C31 11.844 11.170 11.730
C32 11.296 11.846 12.774
C33 9.959 12.215 12.822
C34 9.185 11.784 11.808
C35 9.715 10.950 10.783
C36 11.044 10.671 10.671
H11 12.263 8.984 13.597
H12 13.034 6.873 14.244
H13 14.635 5.677 12.850
H14 15.801 6.659 10.980
H15 15.319 9.332 10.506
H16 11.882 12.407 13.433
H17 9.555 12.851 13.585
H18 8.090 12.082 11.760
H19 9.057 10.638 9.959
H20 11.512 10.181 9.760
C37 11.807 16.947 6.722
N5 12.739 17.158 7.867
C38 12.301 17.982 9.049
C39 13.719 16.320 7.850
N6 14.613 15.593 7.763
H21 12.194 16.232 6.084
H22 11.711 17.832 6.130
H23 10.812 16.558 7.028
H24 11.909 18.917 8.702
H25 13.211 18.020 9.719
H26 11.558 17.488 9.616

Löwdin atomic charge list, values in e, 5 entries: number 1, Ce, carries 0.9895; number 2, Cl, carries 0.6922; number 3, C, carries -0.7625; number 4, C, carries -0.0688; number 5, C, carries -0.2079



No. 2
ORCA calculation (ωB97M-V with the def2-TZVPD basis set) on a molecular structure, C39H27Cl2N4O6PSSn in a non-equilibrium geometry.

Output
Multiplicity: 1
Relative energy (zero: lowest compared OMol25 entry of this formula, charge and spin), kJ/mol: 6.72
Gap between HOMO and LUMO, eV: 7.98
M, g/mol: 900.32

CARTESIAN COORDINATES (ANGSTROEM)
Sn1 0.612 0.647 1.122
O1 -2.646 -0.638 3.646
C1 -1.850 -0.123 2.863
O2 -0.860 -0.701 2.227
C2 -1.984 1.372 2.527
C3 -3.069 2.134 2.899
C4 -3.121 3.435 2.406
C5 -2.167 3.887 1.527
C6 -1.134 3.081 1.224
N1 -1.012 1.894 1.780
C7 0.070 3.513 0.472
O3 0.070 4.584 -0.092
O4 1.122 2.657 0.544
H1 -3.804 1.644 3.537
H2 -3.974 4.056 2.595
H3 -2.102 4.840 1.023
Cl1 5.445 -5.308 -0.147
C8 4.082 -4.120 -0.182
C9 2.840 -4.558 0.299
C10 1.864 -3.621 0.547
Cl2 0.253 -3.994 1.036
C11 2.103 -2.204 0.454
O5 1.286 -1.412 1.069
C12 3.277 -1.850 -0.286
C13 3.462 -0.464 -0.721
O6 2.888 0.493 -0.254
C14 4.285 -2.812 -0.580
H4 2.644 -5.587 0.494
H5 4.185 -0.322 -1.531
H6 5.235 -2.511 -1.000
N2 -0.223 0.546 -0.625
P1 -0.830 -0.090 -1.934
C15 -2.476 -0.864 -1.584
C16 -2.497 -1.664 -0.413
C17 -3.677 -2.063 0.192
C18 -4.904 -1.790 -0.374
C19 -4.896 -1.080 -1.570
C20 -3.720 -0.628 -2.186
C21 0.149 -1.557 -2.563
C22 1.431 -1.270 -3.105
C23 2.383 -2.226 -3.396
C24 2.145 -3.574 -3.134
C25 0.821 -3.910 -2.906
C26 -0.153 -2.940 -2.614
C27 -1.057 0.920 -3.406
C28 -1.176 2.318 -3.511
C29 -1.436 2.872 -4.780
C30 -1.574 2.082 -5.888
C31 -1.514 0.708 -5.771
C32 -1.242 0.148 -4.540
H7 -1.565 -1.861 0.088
H8 -3.605 -2.626 1.093
H9 -5.848 -2.083 0.072
H10 -5.819 -0.912 -2.128
H11 -3.829 -0.055 -3.102
H12 1.722 -0.190 -3.194
H13 3.363 -1.952 -3.752
H14 2.862 -4.358 -3.232
H15 0.487 -4.961 -2.909
H16 -1.110 -3.366 -2.422
H17 -1.065 2.949 -2.657
H18 -1.471 3.924 -4.870
H19 -1.767 2.503 -6.863
H20 -1.698 0.102 -6.639
H21 -1.231 -0.929 -4.463
N3 3.127 -1.089 3.053
C33 2.514 -0.033 3.584
N4 1.884 0.925 2.932
C34 1.522 1.960 3.825
C35 1.183 3.246 3.429
C36 0.742 4.157 4.399
C37 0.674 3.777 5.745
C38 1.198 2.550 6.169
C39 1.637 1.669 5.193
S1 2.597 0.202 5.337
H22 3.163 -1.179 2.039
H23 3.307 -1.911 3.633
H24 1.357 3.574 2.447
H25 0.432 5.148 4.104
H26 0.380 4.504 6.480
H27 1.302 2.361 7.219

Löwdin atomic charge list, values in e, 5 entries: number 1, Sn, carries 1.2489; number 2, O, carries 0.0598; number 3, C, carries -0.5368; number 4, O, carries -0.1181; number 5, C, carries -0.1318